Record 1
5
Properties=species:S:1:pos:R:3:mulliken_charge:R:1 method="wB97M-V/def2-TZVPD" relative_energy_ev=0.7981 e_tot_ha=-335.01158 homo_ev=-11.5 smiles="O=N[N+](=O)[O-]"
O -0.64329 -1.28839 -1.01752 -0.1985
N -0.01273 -0.17471 -0.97433 0.0704
N 0.12244 0.36417 0.36970 1.0707
O -0.77777 0.74713 1.02737 -0.4723
O 1.31136 0.35180 0.59478 -0.4703

=====

Record 2
34
Properties=species:S:1:pos:R:3:mulliken_charge:R:1 method="wB97M-V/def2-TZVPD" relative_energy_ev=8.7380 e_tot_ha=-985.40235 homo_ev=0.7 charge=-2
Li -3.45628 -0.96464 1.54993 0.7917
Li -6.21828 -1.98226 -0.94961 0.7805
C -6.05313 0.95980 2.38158 0.5845
O -6.63948 2.02471 2.35150 -0.7798
O -6.12835 0.25911 1.40807 -0.7676
O -5.05434 0.81531 3.12092 -0.8303
C -3.04029 -4.07339 0.09976 0.6760
O -3.41827 -3.10805 -0.53642 -0.8781
O -2.72039 -5.12945 -0.42094 -0.8041
O -2.89375 -3.82864 1.29077 -0.7754
C 2.98436 1.58058 -2.84454 -0.8022
O 2.18591 1.79397 -1.71700 -0.2638
C 0.82547 1.32093 -1.88070 -0.4447
C 0.11269 1.46425 -0.46527 -1.1711
N -0.08351 0.25763 0.26782 -0.3416
C 1.15762 -0.43805 0.69328 -0.4121
C 1.98340 0.52063 1.53711 -0.3570
O 3.28125 -0.01028 1.86221 -0.4126
C 4.09800 -0.48533 0.86453 -0.5719
H 2.69435 0.62972 -3.29159 0.3558
H 4.03799 1.71127 -2.59779 0.2403
H 2.85416 2.36864 -3.58624 0.2897
H 1.00489 0.29394 -2.19884 0.4030
H 0.20842 1.84493 -2.61061 0.3952
H -0.91402 1.78680 -0.63827 0.4895
H 0.51631 2.27803 0.13720 0.4437
H -0.74117 -0.25840 -0.29901 0.2964
H 1.79119 -0.78138 -0.12453 0.1854
H 0.86005 -1.37281 1.16843 0.4508
H 1.48078 0.83566 2.45157 0.3318
H 2.24913 1.48969 1.11473 0.2316
H 5.12663 -0.54877 1.21951 0.2460
H 4.09911 0.24506 0.05544 0.1428
H 3.80941 -1.49914 0.58701 0.2775

=====

Record 3
91
Properties=species:S:1:pos:R:3:mulliken_charge:R:1 method="wB97M-V/def2-TZVPD" e_tot_ha=-2307.08698 homo_ev=-3.9 charge=-1
C 0.94088 -1.18164 3.34495 -1.2663
C 1.53157 -2.14338 2.31883 -0.2238
C 0.47673 -3.13935 1.79658 -0.9852
C -0.18976 -2.73659 0.45692 -0.6555
C -0.00487 -3.78530 -0.66084 -0.6178
C 0.89758 -3.37271 -1.86252 -0.9429
C 0.26969 -3.71844 -3.23405 -0.8207
C -0.19425 -2.51949 -4.10434 -0.8348
C -1.72444 -2.43609 -4.26578 -1.1365
C -2.36155 -2.27351 -2.86744 0.2166
C -3.52870 -1.26429 -2.82478 -0.7731
C -3.97828 -1.15060 -1.37066 -0.4280
C -5.06084 -0.13669 -1.01894 -1.0604
C -4.95443 1.31625 -1.52447 -0.6604
C -4.43951 2.28232 -0.43009 -1.0704
C -2.90670 2.12903 -0.23678 -0.1036
C -2.18539 3.50603 -0.37921 -1.1673
C -1.25148 3.64871 -1.57970 -0.0536
C -0.66373 5.05966 -1.57637 -0.7829
C 0.27019 5.35600 -2.76589 -0.9573
Al 2.13249 4.52790 -2.76537 -0.1083
C 2.49757 3.16397 -1.30436 -0.5713
N 1.85127 3.39243 0.01494 -0.6918
C 2.31428 3.53651 -4.59682 0.7244
F 2.76089 4.45864 -5.56598 -0.3469
F 3.24836 2.51308 -4.58897 -0.3260
C 1.02143 3.00615 -5.17954 0.0185
F 0.28042 2.32894 -4.24653 -0.1244
F 1.27102 2.09752 -6.20657 -0.3379
H 0.53921 -1.69287 4.21731 0.2933
H 1.69346 -0.45518 3.63640 0.2785
H 0.12108 -0.61561 2.89485 0.4179
H 1.94825 -1.58122 1.48227 0.3110
H 2.34587 -2.71343 2.75448 0.2173
H -0.31195 -3.28635 2.53700 0.4276
H 0.96862 -4.10595 1.68205 0.4446
H -1.25534 -2.60072 0.63829 0.1154
H 0.19429 -1.77646 0.10936 0.4667
H -0.98014 -4.01222 -1.08153 0.2266
H 0.38019 -4.71381 -0.24114 0.6163
H 1.14316 -2.31302 -1.79543 0.4589
H 1.84252 -3.90561 -1.75259 0.4086
H -0.56655 -4.39516 -3.06191 0.5256
H 1.01532 -4.25527 -3.82152 0.4383
H 0.31212 -2.52520 -5.06951 0.3991
H 0.10588 -1.59276 -3.60903 0.3714
H -2.03016 -1.63293 -4.93268 0.5259
H -2.04341 -3.40167 -4.66935 0.3335
H -1.59268 -1.88037 -2.20476 -0.2337
H -2.76050 -3.21576 -2.49562 0.4221
H -3.15838 -0.32176 -3.23111 0.4625
H -4.32814 -1.64047 -3.46767 0.2863
H -4.36829 -2.13033 -1.07747 0.5352
H -3.07592 -1.00679 -0.77458 0.0300
H -6.04594 -0.51162 -1.30126 0.3994
H -5.06259 -0.07615 0.07269 0.4192
H -5.94086 1.67570 -1.82424 0.3698
H -4.28514 1.45389 -2.37425 0.3004
H -4.65411 3.28792 -0.78624 0.4564
H -5.01091 2.10229 0.48067 0.4321
H -2.73346 1.74653 0.76770 0.3848
H -2.49117 1.45784 -0.98639 0.0469
H -1.69108 3.75270 0.56212 0.4119
H -2.94915 4.26914 -0.52607 0.2428
H -1.84876 3.51789 -2.48638 0.3288
H -0.46510 2.89138 -1.60010 0.1671
H -0.23364 5.29792 -0.60321 0.2229
H -1.53685 5.71882 -1.69252 0.5411
H 0.38045 6.44023 -2.85450 0.4586
H -0.26483 5.00285 -3.65472 0.2528
H 3.25540 5.68641 -2.77261 -0.3878
H 3.58001 3.17354 -1.12867 0.3931
H 2.28747 2.16004 -1.68000 0.2289
H 1.77028 4.37156 0.23740 0.2693
H 0.96828 2.91765 0.11129 0.2425
H 0.41625 3.79521 -5.62547 0.1529
C 4.65791 -1.55360 8.25465 -0.5636
C 3.86915 -2.86532 8.37138 -0.6307
C 2.71798 -2.80044 7.35886 -0.7225
S 3.28159 -1.72889 6.02797 1.2391
O 2.47025 -0.54307 6.02771 -0.6687
O 3.50328 -2.51550 4.84730 -0.6568
C 4.86383 -1.32205 6.76092 -0.7894
H 5.60816 -1.60373 8.78468 0.3503
H 4.07656 -0.73345 8.68130 0.2917
H 4.52413 -3.70541 8.13154 0.2982
H 3.49306 -3.02222 9.38158 0.3222
H 2.47730 -3.77629 6.94522 0.3797
H 1.82597 -2.34965 7.78914 0.3831
H 5.12427 -0.29688 6.50942 0.3880
H 5.60301 -2.00944 6.35073 0.3542

=====

Record 4
26
Properties=species:S:1:pos:R:3:mulliken_spin:R:1 method="wB97M-V/def2-TZVPD" s_squared=2.0078 e_tot_ha=-1492.13572 homo_ev="-8.7 / -9.7" multiplicity=3
C 0.77144 0.45405 0.51142 0.1252
C -0.79604 -0.63332 -0.43123 0.1408
C -0.62355 -0.05343 1.00740 -0.0533
C 0.48022 0.08845 -0.96447 -0.0473
C 0.93609 2.01854 0.70681 -0.0092
C 1.99164 -0.14073 1.19722 0.0027
C -2.08049 -0.28929 -1.19207 -0.0083
C -0.47839 -2.16293 -0.51697 0.0005
N -1.51945 0.97563 1.20961 0.9421
N 0.19262 1.23786 -1.71383 0.0073
O -2.24014 1.09502 2.17096 0.8584
O 0.78632 1.43302 -2.75342 -0.0001
Cl -0.60465 -1.29048 2.34288 0.0367
Cl 1.85072 -0.89930 -1.79909 0.0002
H 1.97977 2.10697 0.36247 0.0011
H 0.69261 2.44605 1.75933 -0.0011
H 0.33438 2.58921 0.12671 0.0055
H 2.62482 -0.53970 0.42715 0.0012
H 1.61312 -0.86575 1.86758 -0.0003
H 2.57898 0.63760 1.72752 -0.0005
H -1.91920 -0.26858 -2.34300 -0.0004
H -2.31695 0.68585 -1.05309 -0.0052
H -2.87248 -0.83201 -0.94939 0.0028
H -0.23089 -2.52069 -1.48289 0.0003
H -1.48263 -2.72333 -0.32549 0.0006
H 0.33214 -2.54869 0.10788 0.0002

=====

Here are the calculated largest force on an atom numbers, same order: 7.62 10.44 1.36 5.54 (eV Å⁻¹).